# 1
{"formula": "C4H11N3", "method": "the ωB97M-V functional and the def2-TZVPD basis", "de_lowest_kcal_mol": 101.0, "spin_multiplicity": 1, "homo_energy_ha": -0.28088, "energy_ha": -323.14563, "lumo_energy_ev": 0.4, "symbols": ["C", "C", "N", "N", "C", "N", "C", "H", "H", "H", "H", "H", "H", "H", "H", "H", "H", "H"], "coordinates": [[-0.576279, 1.135093, -1.648277], [-1.756916, -1.384247, 0.903657], [0.231556, 1.436298, -0.494114], [-0.410280, -0.881236, 0.847569], [1.221141, 0.658948, -0.148247], [2.121721, 1.181717, 0.770333], [1.147536, -0.781255, -0.252292], [-0.234556, -0.168983, 1.554921], [1.901057, 2.117174, 1.073837], [2.422846, 0.575695, 1.516573], [-1.396021, 1.852445, -1.693515], [0.008182, 1.257401, -2.569652], [-0.998607, 0.125823, -1.676754], [-2.514507, -0.589269, 0.982665], [-1.973988, -2.019454, 0.043759], [-1.883609, -2.018315, 1.792907], [0.696033, -1.165910, -1.157496], [1.994691, -1.331925, 0.154124]], "atomic_forces_ev_per_a": [[-0.10, -0.18, -0.09], [0.29, -0.82, -0.32], [2.52, 0.18, -0.71], [3.49, 0.58, 0.00], [-2.56, 2.63, 0.94], [0.28, -0.42, -0.16], [-3.78, -1.23, 1.32], [0.10, -0.28, -0.59], [-0.09, 0.04, -0.14], [0.07, -0.09, -0.03], [-0.01, -0.10, 0.00], [-0.07, 0.05, 0.10], [-0.09, -0.09, 0.19], [0.22, 0.02, -0.35], [-0.14, 0.11, -0.06], [-0.10, -0.09, -0.08], [0.47, -0.09, -0.12], [-0.50, -0.23, 0.09]]}

# 2
{"formula": "C18H30Cl6O9", "method": "the ωB97M-V functional and the def2-TZVPD basis", "de_lowest_kcal_mol": 63.4, "spin_multiplicity": 1, "homo_energy_ha": -0.40187, "energy_ha": -4142.15650, "lumo_energy_ev": 0.1, "symbols": ["C", "C", "C", "O", "C", "O", "O", "H", "H", "H", "H", "H", "H", "C", "C", "C", "O", "C", "O", "O", "H", "H", "H", "H", "H", "H", "C", "C", "C", "O", "C", "O", "O", "H", "H", "H", "H", "H", "H", "Cl", "C", "C", "Cl", "H", "H", "H", "H", "Cl", "C", "C", "Cl", "H", "H", "H", "H", "Cl", "C", "C", "Cl", "H", "H", "H", "H"], "coordinates": [[-10.638470, 15.858260, 10.432380], [-10.725350, 16.598570, 11.810380], [-11.641300, 15.847050, 12.780330], [-10.811490, 15.583920, 13.914740], [-9.572520, 16.070540, 13.658240], [-8.643650, 15.915860, 14.475320], [-9.495950, 16.539800, 12.401940], [-11.569790, 15.861540, 9.866050], [-10.335470, 14.815410, 10.525960], [-9.847380, 16.332340, 9.851420], [-10.993190, 17.650790, 11.714530], [-12.110300, 14.946490, 12.383930], [-12.502910, 16.449830, 13.067330], [-5.208830, 13.679250, 9.336280], [-4.171150, 14.322930, 10.254200], [-2.885890, 13.541710, 10.592090], [-1.803000, 14.269240, 10.196330], [-2.158910, 15.373750, 9.598960], [-1.505460, 16.329430, 9.215630], [-3.524650, 15.446520, 9.657310], [-5.677850, 12.760600, 9.688710], [-4.834860, 13.499360, 8.328370], [-5.981330, 14.434750, 9.192820], [-4.742300, 14.592060, 11.142720], [-3.016050, 12.568830, 10.118120], [-2.807020, 13.304250, 11.652980], [-5.246600, 19.233100, 18.291220], [-4.609860, 19.769550, 19.580720], [-5.026390, 19.108000, 20.873130], [-3.745740, 18.679060, 21.384520], [-2.665240, 19.109810, 20.705240], [-1.507720, 19.013440, 21.006420], [-3.143470, 19.650140, 19.544450], [-4.814490, 19.812950, 17.475650], [-6.307820, 19.454300, 18.177250], [-4.959220, 18.198810, 18.102150], [-4.934990, 20.803840, 19.693070], [-5.682930, 18.304760, 20.538660], [-5.555220, 19.765050, 21.563580], [-12.679340, 13.177780, 6.005230], [-12.867790, 14.245870, 4.570600], [-14.348190, 14.635730, 4.400600], [-14.955460, 15.777430, 5.703430], [-12.576450, 13.775010, 3.631710], [-12.184120, 15.089830, 4.662370], [-15.010280, 13.772220, 4.336620], [-14.532680, 15.198480, 3.485510], [-11.671340, 10.233740, 15.632510], [-12.722550, 10.413000, 14.193230], [-11.721840, 10.481490, 13.030050], [-12.581620, 10.236600, 11.505800], [-13.309480, 11.318840, 14.345150], [-13.339790, 9.514610, 14.193360], [-10.894020, 9.785190, 13.164190], [-11.191450, 11.432140, 12.974790], [-16.162370, 20.839170, 10.307870], [-15.232900, 22.311640, 9.806660], [-13.685670, 22.239420, 10.305180], [-13.722460, 22.245530, 12.109900], [-15.787290, 23.192610, 10.130160], [-15.243660, 22.122390, 8.733270], [-13.186670, 23.143840, 9.957190], [-13.225360, 21.324750, 9.931560]], "atomic_forces_ev_per_a": [[0.31, 0.78, 0.41], [-1.87, -1.36, -2.18], [-1.02, 0.53, 0.22], [0.00, 0.48, -0.49], [2.71, -1.97, 2.96], [-2.91, 1.12, -3.10], [2.44, 0.18, 1.68], [-0.05, 0.27, 0.13], [-0.06, -0.02, 0.49], [-0.16, 0.13, -0.19], [-0.23, -0.06, -0.25], [0.65, -0.35, -0.04], [0.18, 0.25, 0.33], [0.30, 0.71, -0.81], [0.90, -0.35, 0.07], [-2.63, -2.57, 1.38], [2.54, -0.51, -0.52], [-1.04, 3.74, -0.06], [-0.76, -2.75, 0.50], [-1.04, 1.12, -0.91], [0.24, 0.11, 0.40], [0.35, -0.17, 0.04], [-0.24, -0.10, 0.11], [0.45, 0.56, 0.19], [0.85, -0.09, -0.47], [0.10, 0.30, 0.10], [1.25, 0.62, -0.19], [-0.16, 0.82, -0.62], [1.07, -0.57, -1.02], [-0.46, -0.83, 1.96], [-0.58, 0.29, -1.06], [-1.60, -0.03, -0.18], [-0.64, 0.59, -0.17], [0.23, -0.03, -0.11], [-0.10, -0.42, 0.58], [-0.42, -0.11, 0.16], [0.76, 0.41, -0.42], [0.25, -0.65, 0.93], [0.37, -0.11, 0.14], [0.16, 0.22, -0.61], [-0.96, 0.34, -0.20], [0.14, 0.78, 0.22], [0.35, -0.78, -0.50], [0.05, -0.64, 0.29], [-0.36, 0.10, 0.37], [0.19, -0.02, 0.48], [0.44, 0.00, -0.04], [-0.03, 0.13, 0.55], [1.10, -0.17, 0.17], [-0.07, 0.36, 0.42], [0.00, -0.10, -0.39], [0.02, -0.18, -0.29], [-0.01, 0.25, -0.37], [-0.53, -0.53, -0.19], [-0.47, 0.26, 0.12], [0.21, 0.34, 0.36], [1.76, -1.45, -0.02], [-2.91, 0.38, 0.01], [0.39, -0.02, -0.56], [0.33, -0.12, -0.06], [0.14, 0.88, -0.05], [0.10, -0.19, 0.11], [-0.02, 0.18, 0.20]]}